1.
Here is C23H49N4OP3Re as an isolated structure at a distorted geometry from the Open Molecules 2025 dataset. Energies are from ωB97M-V with the def2-TZVPD basis set.

E_LUMO (spin up / spin down): -13.405 / -14.955 eV
E: -2300.604602 a.u.
highest occupied orbital energy (spin up / spin down): -19.07 / -19.07 eV
expectation value of S²: 3.79
orbital gap (spin up / spin down): 5.7 / 4.1 eV

```
! RIJCOSX wB97M-V def2-TZVPD def2/J DEFGRID3
* xyz 4 4
Re 0.09 -0.06 0.26
P -1.57 -0.17 2.04
P -2.64 1.14 -1.09
P 1.58 0.70 1.77
H -0.49 1.36 0.89
C 0.03 1.29 -0.98
C 1.35 0.88 -1.42
H 1.91 0.07 -0.85
C -1.87 1.35 3.05
C -3.33 -0.64 1.76
C -1.17 -1.40 3.36
C -2.55 2.08 -2.66
C -3.97 -0.01 -1.59
C -3.55 2.42 -0.13
C 3.36 0.36 1.39
C 1.63 0.24 3.56
C 1.64 2.55 1.97
H -0.37 2.19 -1.45
H 1.32 0.47 -2.45
H -2.91 1.37 3.40
H -1.70 2.26 2.45
H -1.21 1.39 3.93
H -3.83 -0.67 2.74
H -3.43 -1.63 1.30
H -3.85 0.09 1.14
H -0.94 -0.89 4.30
H -0.31 -2.03 3.09
H -2.04 -2.05 3.52
H -3.53 2.53 -2.86
H -2.29 1.39 -3.47
H -1.79 2.87 -2.62
H -4.83 0.59 -1.92
H -4.28 -0.68 -0.77
H -3.59 -0.61 -2.42
H -4.34 2.83 -0.79
H -2.86 3.23 0.14
H -4.01 2.04 0.79
H 3.77 -0.23 2.23
H 3.92 1.30 1.30
H 3.47 -0.22 0.47
H 2.63 0.50 3.94
H 1.48 -0.83 3.71
H 0.89 0.80 4.15
H 2.68 2.90 1.86
H 1.28 2.82 2.97
H 1.02 3.05 1.22
C 2.05 3.61 -1.93
C 3.03 4.58 -1.80
C 4.35 4.21 -2.02
C 4.64 2.87 -2.38
C 3.68 1.90 -2.29
C 2.42 2.18 -1.55
O 0.91 3.95 -2.61
H 0.42 4.53 -2.05
H 2.74 5.64 -1.76
H 5.12 4.98 -1.98
H 5.66 2.63 -2.70
H 3.87 0.88 -2.62
H 2.78 2.27 -0.50
C 0.05 -2.36 -1.76
N -0.07 -2.22 -0.28
C 1.04 -2.98 0.36
N 1.02 -4.41 -0.02
C 1.12 -4.50 -1.50
N 0.02 -3.78 -2.17
C -1.26 -4.38 -1.72
N -1.41 -4.27 -0.25
C -1.36 -2.86 0.14
C -0.28 -4.99 0.39
H 1.01 -1.94 -2.09
H -0.79 -1.84 -2.25
H 0.95 -2.94 1.46
H 2.01 -2.57 0.05
H 1.06 -5.57 -1.78
H 2.08 -4.08 -1.83
H -2.10 -3.87 -2.20
H -1.25 -5.45 -1.98
H -1.47 -2.82 1.23
H -2.20 -2.35 -0.36
H -0.30 -6.04 0.06
H -0.38 -4.92 1.47
*
```

=====

2.
Here is C23H49N4OP3Sn as an isolated structure at a distorted geometry from the Open Molecules 2025 dataset. Energies are from ωB97M-V with the def2-TZVPD basis set.

E_LUMO (spin up / spin down): -14.467 / -14.466 eV
E: -2436.749919 a.u.
highest occupied orbital energy (spin up / spin down): -18.74 / -18.74 eV
relative energy (zero: lowest compared OMol25 entry of this formula, charge and spin): 69.0 kcal/mol
orbital gap (spin up / spin down): 4.3 / 4.3 eV

```
! RIJCOSX wB97M-V def2-TZVPD def2/J DEFGRID3
* xyz 4 1
Sn 0.26 -0.24 -0.62
P 0.64 -2.65 -1.42
P 2.63 0.35 0.39
P -2.33 0.54 -0.88
H 1.96 4.53 -0.32
C 0.89 4.69 -0.14
C 0.31 4.47 1.05
H 0.89 4.17 1.94
C 1.53 -2.61 -3.00
C 1.64 -3.68 -0.30
C -0.88 -3.61 -1.72
C 2.74 1.93 1.29
C 3.49 -0.87 1.44
C 3.75 0.58 -1.03
C -2.51 2.31 -0.43
C -3.70 -0.27 0.02
C -2.92 0.46 -2.61
H 0.31 5.08 -0.99
H -0.75 4.66 1.22
H 1.81 -3.65 -3.21
H 2.46 -2.02 -2.95
H 0.90 -2.25 -3.83
H 1.62 -4.72 -0.66
H 1.23 -3.65 0.72
H 2.68 -3.33 -0.27
H -0.61 -4.59 -2.13
H -1.53 -3.09 -2.43
H -1.43 -3.75 -0.77
H 3.77 2.32 1.21
H 2.51 1.77 2.35
H 2.06 2.69 0.89
H 4.56 -0.88 1.18
H 3.08 -1.87 1.29
H 3.39 -0.60 2.50
H 4.77 0.73 -0.65
H 3.47 1.47 -1.62
H 3.75 -0.30 -1.69
H -3.13 2.82 -1.17
H -1.53 2.80 -0.38
H -2.99 2.38 0.56
H -4.63 -0.13 -0.54
H -3.82 0.15 1.03
H -3.50 -1.35 0.10
H -4.01 0.57 -2.62
H -2.65 -0.51 -3.04
H -2.46 1.25 -3.22
C 0.69 1.11 -3.58
C 1.08 0.43 -4.72
C 0.61 0.91 -5.95
C -0.18 2.06 -5.99
C -0.48 2.77 -4.82
C -0.01 2.31 -3.58
O 0.95 0.54 -2.32
H 1.05 -0.61 -2.35
H 1.74 -0.45 -4.65
H 0.86 0.37 -6.86
H -0.56 2.42 -6.94
H -1.07 3.68 -4.86
H -0.19 2.83 -2.64
C -1.25 0.47 2.92
N -0.51 -0.72 2.45
C -1.40 -1.90 2.51
N -1.92 -2.13 3.87
C -2.65 -0.91 4.31
N -1.77 0.29 4.28
C -0.62 0.03 5.19
N 0.15 -1.16 4.77
C 0.62 -0.95 3.39
C -0.77 -2.33 4.78
H -2.09 0.66 2.24
H -0.57 1.34 2.91
H -0.83 -2.79 2.20
H -2.25 -1.74 1.83
H -3.00 -1.06 5.34
H -3.50 -0.74 3.64
H 0.04 0.91 5.18
H -1.01 -0.14 6.20
H 1.17 -1.84 3.06
H 1.28 -0.07 3.36
H -1.15 -2.46 5.80
H -0.22 -3.22 4.46
*
```

=====

3.
Here is C23H49N4OP3Ti as an isolated structure at a distorted geometry from the Open Molecules 2025 dataset. Energies are from ωB97M-V with the def2-TZVPD basis set.

E_LUMO (spin up / spin down): -11.466 / -12.026 eV
E: -3072.472876 a.u.
highest occupied orbital energy (spin up / spin down): -15.54 / -15.53 eV
relative energy (zero: lowest compared OMol25 entry of this formula, charge and spin): 5.3 kcal/mol
expectation value of S²: 0.77
orbital gap (spin up / spin down): 4.1 / 3.5 eV

```
! RIJCOSX wB97M-V def2-TZVPD def2/J DEFGRID3
* xyz 3 2
Ti 0.00 0.00 0.00
P -1.68 1.48 0.05
P -0.03 -0.37 -2.29
P 0.85 0.57 2.09
H 9.30 -1.52 -2.58
C 9.40 -1.90 -1.56
C 9.25 -3.19 -1.28
H 9.01 -3.92 -2.05
C -1.20 3.23 -0.31
C -3.12 1.33 -1.11
C -2.68 1.73 1.59
C 1.23 -1.59 -2.87
C -1.48 -1.00 -3.25
C 0.44 1.09 -3.32
C 2.35 -0.38 2.62
C -0.12 0.53 3.66
C 1.52 2.28 2.19
H 9.64 -1.17 -0.80
H 9.35 -3.57 -0.26
H -2.07 3.90 -0.34
H -0.67 3.26 -1.26
H -0.51 3.58 0.47
H -3.87 2.11 -0.89
H -3.59 0.35 -0.98
H -2.80 1.44 -2.14
H -2.73 2.79 1.86
H -2.24 1.17 2.42
H -3.69 1.36 1.43
H 1.03 -1.85 -3.91
H 1.19 -2.48 -2.24
H 2.23 -1.16 -2.78
H -1.52 -0.52 -4.24
H -2.42 -0.83 -2.73
H -1.36 -2.08 -3.41
H 0.63 0.80 -4.36
H 1.34 1.53 -2.88
H -0.35 1.84 -3.29
H 2.53 -0.22 3.69
H 3.21 -0.04 2.04
H 2.21 -1.44 2.42
H 0.55 0.41 4.52
H -0.83 -0.30 3.65
H -0.67 1.47 3.79
H 2.19 2.40 3.04
H 0.69 2.99 2.27
H 2.05 2.49 1.26
C 2.95 -1.11 -0.18
C 3.47 0.08 -0.73
C 4.83 0.25 -0.93
C 5.74 -0.75 -0.59
C 5.25 -1.94 -0.04
C 3.89 -2.12 0.16
O 1.67 -1.36 0.04
H 0.92 1.27 -0.48
H 2.76 0.87 -0.99
H 5.19 1.18 -1.36
H 6.81 -0.61 -0.75
H 5.94 -2.74 0.23
H 3.51 -3.05 0.59
C -0.76 -2.99 -0.43
N -1.14 -1.88 0.49
C -0.85 -2.41 1.84
N -1.57 -3.67 2.15
C -1.18 -4.70 1.18
N -1.50 -4.24 -0.17
C -2.95 -4.00 -0.28
N -3.35 -2.96 0.68
C -2.61 -1.71 0.38
C -3.02 -3.42 2.04
H 0.32 -3.22 -0.36
H -0.96 -2.73 -1.46
H -1.23 -1.73 2.55
H 0.24 -2.55 2.00
H -1.72 -5.66 1.40
H -0.10 -4.93 1.27
H -3.21 -3.68 -1.32
H -3.52 -4.93 -0.09
H -2.96 -0.91 1.05
H -2.84 -1.46 -0.66
H -3.59 -4.34 2.29
H -3.34 -2.66 2.79
*
```